ORCA calculation (the ωB97M-V functional and the def2-TZVPD basis) on a molecular structure, C19H7Cl3F5N3O5SV at a distorted geometry.

Positions of all 44 atoms, in Å:
V1 1.3392 -0.0391 0.0219
C1 -2.5572 0.4824 1.9295
C2 -1.5880 1.5290 1.5156
N1 -0.3992 1.3910 0.9368
C3 0.0584 2.6802 0.7394
C4 -0.8341 3.5905 1.1970
N2 -1.8600 2.8413 1.6872
C5 -0.9168 5.0769 1.2916
O1 0.0762 5.7832 0.7736
O2 -1.8732 5.5622 1.8275
C6 1.3224 2.8492 0.0567
O3 1.8518 3.8531 -0.3094
O4 1.8632 1.6076 -0.1525
H1 -2.1985 -0.4988 1.6525
H2 -3.5192 0.6477 1.4431
H3 -2.7124 0.5087 3.0087
H4 -2.6822 3.2551 2.1089
H5 0.7654 5.2155 0.3771
Cl1 -4.0379 -4.7828 2.1312
C7 -2.7785 -3.7519 1.5622
C8 -2.7474 -3.3877 0.2258
C9 -1.7319 -2.5601 -0.2205
Cl2 -1.6807 -2.1164 -1.8851
C10 -0.7642 -2.0989 0.6586
O5 0.2266 -1.2696 0.2046
C11 -0.8078 -2.4726 1.9916
Cl3 0.3425 -1.8726 3.1330
C12 -1.8142 -3.3027 2.4511
H6 -3.4969 -3.7452 -0.4652
H7 -1.8460 -3.5919 3.4917
F1 3.9326 -1.7779 -1.4857
C13 3.0182 -1.2481 -2.2954
C14 1.9289 -0.5443 -1.8217
C15 1.0343 -0.0269 -2.7349
F2 -0.0070 0.6817 -2.2369
C16 1.1658 -0.1916 -4.0937
F3 0.2852 0.3110 -4.9446
C17 2.2624 -0.9096 -4.5505
F4 2.4283 -1.0953 -5.8456
C18 3.1849 -1.4330 -3.6581
F5 4.2227 -2.1134 -4.1202
S1 5.0653 -1.3862 2.1050
C19 3.7639 -0.9828 1.4244
N3 2.7151 -0.6670 0.8737

Force components x, y, z for each atom (eV/Å):
V 0.43 0.27 -0.03
C 0.02 0.05 0.00
C 0.02 -0.11 -0.03
N 0.05 0.21 -0.05
C 0.01 -0.28 -0.06
C -0.18 0.09 0.14
N -0.01 -0.02 0.01
C 0.07 0.20 -0.07
O -0.15 -0.16 0.12
O -0.03 -0.02 0.01
C 0.31 -0.74 -0.20
O 0.00 0.21 0.11
O 0.49 1.63 -0.26
H -0.02 -0.02 0.00
H 0.01 0.03 0.00
H 0.02 0.00 0.00
H -0.01 -0.01 0.00
H 0.11 0.03 -0.12
Cl 0.08 0.06 -0.04
C -0.08 -0.07 0.05
C 0.04 0.02 -0.01
C -0.27 -0.18 -0.28
Cl 0.07 0.05 0.10
C 0.69 0.59 -0.44
O -1.58 -1.70 0.56
C -0.03 -0.22 0.49
Cl 0.03 0.07 -0.21
C -0.03 -0.03 0.00
H 0.00 0.00 0.00
H 0.00 0.01 -0.01
F -0.02 0.03 0.13
C 0.01 -0.09 -0.06
C -0.10 0.14 0.16
C -0.08 0.06 0.03
F 0.01 0.01 0.04
C 0.00 -0.01 -0.02
F -0.02 0.01 -0.01
C -0.01 0.00 -0.08
F 0.00 0.00 -0.02
C 0.04 -0.04 -0.05
F 0.02 -0.01 0.01
S 0.31 -0.10 0.17
C -0.61 0.15 -0.35
N 0.40 -0.13 0.27

Summary:
Molecular weight = 641.64 u
Net charge = +1
Energy relative to the best compared isomer or geometry (same formula, charge and spin) = 0.000 eV
Lowest unoccupied orbital energy = -6.14 eV
Multiplicity = 1

***

ORCA calculation (the ωB97M-V functional and the def2-TZVPD basis) on a molecular structure, C18H21IrN5O3S2.

Positions of all 50 atoms, in Å:
Ir1 1.3727 0.6262 0.5926
C1 2.0422 -2.6763 3.1768
C2 1.7299 -1.7314 2.0716
N1 1.9436 -0.4568 2.1292
N2 2.4800 0.0993 3.2554
C3 2.7050 1.3823 3.1415
N3 3.2649 2.0164 4.1763
S1 2.3344 2.3648 1.7200
C4 1.1889 -2.2086 0.7848
C5 0.8895 -3.5344 0.5272
C6 0.4392 -3.8921 -0.7366
C7 0.3269 -2.9225 -1.7174
C8 0.6376 -1.6127 -1.3949
N4 1.0394 -1.2671 -0.1751
H1 2.4844 -2.1448 4.0117
H2 2.7320 -3.4493 2.8343
H3 1.1266 -3.1676 3.5128
H4 3.5199 1.4971 4.9991
H5 3.4271 3.0060 4.1436
H6 1.0061 -4.2761 1.3038
H7 0.1860 -4.9213 -0.9517
H8 -0.0098 -3.1649 -2.7149
H9 0.5507 -0.8057 -2.1095
C9 -0.2713 3.8524 0.0669
N5 0.5313 3.8569 -1.1508
C10 0.6677 5.1569 -1.8031
C11 1.0863 2.7942 -1.6885
O1 1.1054 1.6164 -1.2612
H10 -1.2351 4.3111 -0.1558
H11 0.2304 4.4323 0.8414
H12 -0.4272 2.8414 0.4261
H13 1.1029 5.8674 -1.1017
H14 -0.3121 5.5192 -2.1126
H15 1.3148 5.0763 -2.6725
H16 1.5761 2.9808 -2.6473
O2 -4.6209 -1.6235 -3.7632
C12 -4.0056 -2.3380 -2.8001
O3 -4.0618 -3.5331 -2.7960
C13 -3.2405 -1.5673 -1.7640
C14 -3.0743 -2.1584 -0.5174
C15 -2.3199 -1.5276 0.4572
C16 -1.7091 -0.3033 0.1938
S2 -0.7292 0.4442 1.4696
C17 -1.8925 0.2963 -1.0507
C18 -2.6523 -0.3316 -2.0229
H17 -4.6160 -0.6824 -3.5527
H18 -3.5269 -3.1240 -0.3346
H19 -2.1733 -1.9952 1.4226
H20 -1.4174 1.2447 -1.2654
H21 -2.7465 0.1337 -2.9977

Force components x, y, z for each atom (eV/Å):
Ir 0.32 -0.06 -0.08
C 0.00 0.01 0.01
C 0.01 0.00 -0.02
N -0.04 -0.03 -0.08
N 0.02 0.12 0.02
C -0.02 -0.17 0.01
N 0.03 0.04 0.01
S -0.07 0.00 0.06
C 0.05 0.00 -0.01
C 0.00 0.00 -0.01
C 0.01 0.01 0.00
C 0.00 -0.02 0.00
C 0.00 0.02 -0.01
N -0.04 -0.05 0.05
H 0.00 0.00 0.00
H 0.00 0.00 0.00
H 0.00 0.00 0.00
H -0.01 0.00 0.00
H 0.00 0.00 0.01
H 0.00 0.00 0.00
H 0.00 0.00 0.00
H 0.00 0.00 0.00
H 0.00 -0.01 0.01
C -0.02 -0.01 0.00
N 0.00 0.01 -0.01
C -0.01 -0.01 0.00
C 0.10 -0.05 -0.05
O -0.15 0.05 0.11
H 0.01 0.01 0.01
H 0.00 0.00 0.00
H -0.01 -0.02 -0.01
H 0.01 0.00 -0.01
H 0.00 0.00 0.01
H -0.01 0.00 0.00
H 0.00 0.01 0.00
O -0.01 0.00 0.00
C 0.01 0.02 0.00
O 0.02 -0.01 -0.01
C 0.00 0.03 -0.02
C 0.02 0.00 0.02
C 0.03 -0.07 -0.02
C -0.03 -0.01 0.04
S -0.12 0.19 -0.10
C -0.02 0.07 0.05
C -0.01 -0.05 -0.02
H -0.01 0.00 0.00
H 0.00 0.00 0.00
H -0.03 0.02 0.01
H -0.03 -0.02 0.02
H -0.01 0.00 0.00

Summary:
Molecular weight = 611.75 u
Net charge = +1
Energy relative to the best compared isomer or geometry (same formula, charge and spin) = 0.000 eV
Lowest unoccupied orbital energy = -4.06 eV
Multiplicity = 1

***

ORCA calculation (the ωB97M-V functional and the def2-TZVPD basis) on a gas-phase ion, C2H3O3Si (charge -1) at a distorted geometry.

Positions of all 9 atoms, in Å:
C1 -1.5298 -0.5834 0.0397
C2 -0.5650 0.5182 0.1996
O1 -2.3945 -0.9279 -0.7088
O2 -1.0122 -1.3477 0.9449
O3 -0.9972 1.5473 0.9468
Si1 1.2232 0.2072 -0.1424
H1 1.9849 0.3429 0.9829
H2 1.6987 1.1883 -1.1573
H3 1.5919 -0.9449 -1.1054

Force components x, y, z for each atom (eV/Å):
C 2.01 -2.94 1.46
C -3.43 4.69 3.60
O -2.06 0.88 -1.93
O 0.41 0.84 0.15
O 2.48 -3.64 -3.27
Si -0.39 -0.57 -3.62
H 1.48 0.02 2.13
H -0.03 0.60 0.32
H -0.47 0.13 1.17

Summary:
Molecular weight = 103.13 u
SMILES string = O=C([O-])C(=O)[SiH3]
Net charge = -1
Energy relative to the best compared isomer or geometry (same formula, charge and spin) = 0.750 eV
Lowest unoccupied orbital energy = 3.83 eV
Multiplicity = 1

***

ORCA calculation (the ωB97M-V functional and the def2-TZVPD basis) on a molecular structure, C3H13HfN2O at a distorted geometry.

Positions of all 20 atoms, in Å:
C1 0.0592 -0.1485 -2.7309
Hf1 -0.8468 -0.6514 -0.9644
N1 -1.0447 -2.5381 0.2731
H1 0.7838 -1.2169 -0.5583
H2 -0.1556 -2.7250 0.7456
H3 -2.2786 -1.0764 -1.8507
H4 -0.0315 -1.1499 -3.3247
H5 1.1071 0.0853 -2.2912
H6 -0.6334 0.7205 -3.0782
H7 -1.7380 -2.4223 1.0185
H8 -1.2832 -3.3975 -0.2205
C2 1.2941 0.7465 1.7738
C3 0.2887 1.5436 1.0112
N2 0.1205 2.8258 1.2737
O1 -0.4867 1.1038 0.0835
H9 1.9139 1.5330 2.2311
H10 1.9860 0.1003 1.2106
H11 0.8516 0.1436 2.5856
H12 -0.5948 3.3080 0.7686
H13 0.6885 3.2154 2.0436

Force components x, y, z for each atom (eV/Å):
C 0.54 -0.21 -1.16
Hf 0.35 2.07 1.81
N -0.13 -0.95 0.98
H 1.21 -0.95 0.22
H -0.27 0.05 -0.27
H -1.82 -1.03 -0.76
H 0.52 2.08 0.46
H -1.53 -0.06 -1.52
H 1.52 -1.34 0.04
H -0.04 -0.29 -0.25
H -0.13 0.04 0.01
C 0.85 0.65 0.64
C -1.43 0.12 -1.41
N 1.68 -0.88 1.55
O 0.51 -0.15 1.05
H 0.07 -0.59 0.27
H -0.75 0.32 -0.27
H -0.09 0.33 -0.42
H -0.21 0.56 -0.02
H -0.86 0.22 -0.94

Summary:
Molecular weight = 271.64 u
Net charge = +1
Lowest unoccupied orbital energy = -3.56 eV
Multiplicity = 1

***

Number 1: HOMO energy -12.42 eV, Kohn-Sham gap 6.275 eV. Number 2: HOMO energy -11.05 eV, Kohn-Sham gap 6.991 eV. Number 3: HOMO energy -4.52 eV, Kohn-Sham gap 8.350 eV. Number 4: HOMO energy -12.23 eV, Kohn-Sham gap 8.661 eV.